Record 1
The following is a quantum chemistry calculation of a gas-phase ion, C15H20N5O3 (charge +1) at a distorted geometry, from the Open Molecules 2025 dataset.

```
43
Properties=species:S:1:pos:R:3
C -1.208 -0.158 2.443
C -0.931 -1.373 2.012
C 0.326 -1.786 1.309
O 1.115 -0.651 1.000
C 2.305 -0.834 0.366
C 2.799 -2.049 -0.091
C 4.023 -2.100 -0.737
C 4.770 -0.953 -0.937
C 4.287 0.261 -0.479
C 3.066 0.331 0.171
C 2.515 1.627 0.691
N 1.459 2.135 -0.229
C 0.573 3.171 0.341
C -0.714 3.298 -0.481
N -1.647 2.212 -0.240
C -1.459 0.950 -0.657
O -0.390 0.544 -1.131
C -2.606 0.073 -0.498
N -3.734 0.424 0.079
O -4.521 -0.629 0.063
N -3.947 -1.688 -0.526
C -2.741 -1.308 -0.898
N -1.816 -2.084 -1.477
H -2.130 0.068 2.947
H -0.510 0.654 2.325
H -1.629 -2.186 2.154
H 0.058 -2.322 0.388
H 0.888 -2.474 1.956
H 2.245 -2.962 0.056
H 4.395 -3.051 -1.084
H 5.723 -1.002 -1.437
H 4.870 1.160 -0.614
H 2.051 1.450 1.663
H 3.299 2.379 0.795
H 0.811 1.323 -0.559
H 1.906 2.479 -1.083
H 0.317 2.880 1.363
H 1.094 4.131 0.375
H -1.215 4.229 -0.220
H -0.464 3.330 -1.548
H -2.556 2.424 0.146
H -2.116 -2.970 -1.848
H -1.023 -1.625 -1.894
```

Multiplicity ... 1
Calculated total energy ... -29464.5785 eV
Largest force on an atom ... 1.689 eV/Å
LUMO energy ... -3.0 eV
Gap between HOMO and LUMO ... 8.8 eV
Net charge ... +1
E_HOMO ... -11.8 eV
SMILES ... C=CCOc1ccccc1C[NH2+]CCNC(=O)c1nonc1N

***

Record 2
The following is a quantum chemistry calculation of a molecular structure, C15H20N6O3S2Tc, from the Open Molecules 2025 dataset.

```
47
Properties=species:S:1:pos:R:3
Tc 0.275 0.090 0.018
C -2.742 -1.833 -0.600
C -1.414 -2.310 -1.043
N -0.264 -1.692 -0.880
C 0.795 -2.415 -1.435
C 0.400 -3.617 -2.020
S -1.253 -3.833 -1.876
C 2.061 -1.835 -1.328
C 3.307 -2.264 -1.798
S 4.488 -1.134 -1.448
C 3.327 -0.120 -0.635
N 2.110 -0.618 -0.658
C 3.735 1.155 -0.004
H -2.666 -0.847 -0.150
H -3.172 -2.539 0.116
H -3.427 -1.793 -1.452
H 1.026 -4.351 -2.509
H 3.534 -3.172 -2.341
H 4.570 1.611 -0.537
H 4.072 0.965 1.020
H 2.907 1.864 0.016
C -0.798 3.297 -3.296
N -1.455 2.926 -2.014
C -2.551 3.619 -1.543
C -3.129 3.309 -0.367
C -2.588 2.233 0.395
N -1.519 1.552 -0.090
C -0.989 1.936 -1.263
O 0.062 1.245 -1.607
N -3.111 1.875 1.553
H -1.475 3.955 -3.831
H -0.624 2.398 -3.880
H 0.136 3.812 -3.088
H -2.907 4.419 -2.179
H -3.985 3.867 -0.014
H -3.908 2.365 1.936
H -2.725 1.122 2.097
N 0.658 -1.102 4.718
C 1.395 -1.927 3.699
C 0.990 -1.715 2.239
O 1.238 -2.590 1.451
O 0.454 -0.546 1.920
H 1.004 -1.319 5.662
H -0.347 -1.291 4.724
H 0.790 -0.098 4.571
H 1.265 -2.976 3.956
H 2.452 -1.679 3.799
```

Multiplicity ... 4
Calculated total energy ... -54793.2461 eV
Largest force on an atom ... 0.342 eV/Å
LUMO energy (spin up / spin down) ... -12.7 / -15.4 eV
Gap between HOMO and LUMO (spin up / spin down) ... 8.0 / 5.4 eV
Net charge ... +4
E_HOMO (spin up / spin down) ... -20.7 / -20.8 eV

***

Record 3
The following is a quantum chemistry calculation of a single C15H20N6O5 molecule at a distorted geometry, from the Open Molecules 2025 dataset.

```
46
Properties=species:S:1:pos:R:3
H -0.245 -0.646 -6.653
N -0.909 -1.126 -7.236
C -2.140 -1.072 -7.073
N -2.778 -1.701 -8.074
N -2.736 -0.351 -6.147
O -2.063 0.389 -5.106
C -3.024 1.149 -4.272
C -2.322 1.511 -2.954
O -1.004 1.725 -3.024
C -0.142 0.988 -2.355
C 0.354 -0.261 -2.752
C 1.010 -1.064 -1.843
C 1.289 -0.548 -0.504
N 1.795 -1.171 0.618
C 1.732 -0.308 1.660
C 2.058 -0.750 2.981
O 2.610 -1.861 3.023
N 1.673 -0.093 4.084
C 2.025 -0.591 5.441
C 1.044 0.072 6.460
N 1.050 1.524 6.217
C 1.522 -0.407 7.935
O 1.375 0.405 8.838
O 1.938 -1.728 8.114
C 1.197 0.919 1.313
C 0.845 0.698 -0.129
C 0.197 1.535 -1.083
H -3.556 -1.158 -8.433
H -2.049 -1.988 -8.805
H -3.731 -0.293 -6.248
H -3.909 0.517 -4.100
H -3.417 2.089 -4.753
H -2.463 0.751 -2.148
H -2.765 2.501 -2.471
H 0.300 -0.587 -3.790
H 1.416 -1.902 -2.241
H 2.204 -2.117 0.664
H 1.583 0.914 3.962
H 1.906 -1.709 5.450
H 3.103 -0.377 5.703
H 0.003 -0.151 6.385
H 0.240 1.805 6.649
H 1.873 1.975 6.614
H 2.081 -1.803 9.082
H 0.979 1.825 1.856
H -0.144 2.474 -0.858
```

Multiplicity ... 1
Calculated total energy ... -35053.5010 eV
Largest force on an atom ... 4.361 eV/Å
LUMO energy ... 0.5 eV
Gap between HOMO and LUMO ... 8.5 eV
E_HOMO ... -8.0 eV
SMILES ... [H]/N=C(/N)NOCCOc1ccc2[nH]c(C(=O)NC[C@H](N)C(=O)O)cc2c1

***

Record 4
The following is a quantum chemistry calculation of a single C15H20N8O3S molecule at a distorted geometry, from the Open Molecules 2025 dataset.

```
47
Properties=species:S:1:pos:R:3
C -3.149 4.089 2.619
C -2.243 3.046 2.111
N -1.539 3.211 0.994
N -0.689 2.123 0.902
C 0.277 2.002 -0.118
N 0.268 2.927 -1.031
C 1.254 2.848 -1.859
N 1.231 3.822 -2.780
N 2.058 1.851 -2.029
C 1.965 0.888 -1.130
C 2.895 -0.334 -1.162
N 2.192 -1.534 -1.665
C 2.188 -1.763 -3.056
C 1.783 -2.977 -3.505
C 1.204 -3.913 -2.604
O 1.065 -5.060 -3.010
C 0.993 -3.553 -1.230
S 0.165 -4.759 -0.185
N -0.703 -3.508 0.276
O 0.543 -4.607 1.231
O -1.228 -5.175 -0.416
C 1.484 -2.363 -0.781
N 1.102 0.944 -0.152
C -1.119 0.997 1.764
C -1.897 -0.101 0.979
C -0.013 0.303 2.606
C -2.042 1.726 2.759
H -3.972 4.263 1.942
H -2.573 4.992 2.828
H -3.602 3.724 3.527
H 0.302 4.260 -2.741
H 1.517 3.428 -3.640
H 3.290 -0.482 -0.167
H 3.707 -0.087 -1.868
H 2.551 -0.991 -3.717
H 1.855 -3.202 -4.547
H -0.781 -3.681 1.264
H -1.621 -3.607 -0.204
H 1.377 -2.085 0.269
H -2.811 0.306 0.625
H -2.121 -0.931 1.663
H -1.304 -0.512 0.174
H 0.613 -0.289 1.959
H 0.597 1.013 3.138
H -0.491 -0.400 3.338
H -1.569 1.896 3.733
H -3.009 1.259 2.895
```

Multiplicity ... 1
Calculated total energy ... -44768.8896 eV
Largest force on an atom ... 11.154 eV/Å
LUMO energy ... -1.6 eV
Gap between HOMO and LUMO ... 6.6 eV
E_HOMO ... -8.2 eV
SMILES ... CC1=NN(c2nc(N)nc(Cn3ccc(=O)c(S(N)(=O)=O)c3)n2)C(C)(C)C1

***

Record 5
The following is a quantum chemistry calculation of a molecular structure, C15H21BN8SeSiV, from the Open Molecules 2025 dataset.

```
48
Properties=species:S:1:pos:R:3
V -0.630 2.300 -0.543
C -3.278 3.157 2.458
C -2.228 2.358 2.106
N -1.821 2.679 0.845
N -2.636 3.704 0.392
C -3.506 3.988 1.349
B -2.493 4.345 -1.061
N -2.570 3.134 -2.096
C -3.389 2.963 -3.123
C -3.115 1.735 -3.746
C -2.093 1.180 -3.030
N -1.746 2.024 -2.016
N -1.021 4.912 -1.152
C -0.495 6.107 -1.413
C 0.898 6.041 -1.361
C 1.185 4.737 -1.054
N 0.030 4.040 -0.925
N -3.611 5.279 -1.306
C -3.777 6.606 -1.613
C -5.113 6.854 -1.703
C -5.727 5.609 -1.441
N -4.840 4.668 -1.205
H -3.825 3.154 3.385
H -1.726 1.576 2.653
H -4.253 4.751 1.202
H -4.133 3.706 -3.360
H -3.616 1.323 -4.605
H -1.574 0.244 -3.157
H -1.111 6.961 -1.625
H 1.590 6.849 -1.527
H 2.134 4.245 -0.916
H -2.965 7.295 -1.746
H -5.586 7.794 -1.927
H -6.779 5.372 -1.417
C 9.295 -6.517 0.677
Si 7.992 -7.043 1.834
C 8.114 -6.610 3.598
C 6.664 -8.149 1.262
Se 0.768 0.816 -0.165
H 10.062 -7.304 0.684
H 9.781 -5.593 0.987
H 8.934 -6.436 -0.348
H 8.704 -7.402 4.080
H 7.143 -6.591 4.092
H 8.646 -5.673 3.761
H 7.032 -9.178 1.384
H 6.436 -8.015 0.205
H 5.760 -8.062 1.864
```

Multiplicity ... 1
Calculated total energy ... -127380.9834 eV
Largest force on an atom ... 0.166 eV/Å
LUMO energy (spin up / spin down) ... -10.2 / -10.2 eV
Gap between HOMO and LUMO (spin up / spin down) ... 6.1 / 6.1 eV
Net charge ... +3
E_HOMO (spin up / spin down) ... -16.3 / -16.3 eV

***

Record 6
The following is a quantum chemistry calculation of 7 unconnected molecules or ions with the total composition C15H21Cl12F6NO5 at a distorted geometry, from the Open Molecules 2025 dataset.

```
60
Properties=species:S:1:pos:R:3
C 2.917 4.413 -0.017
C 3.257 3.873 1.330
O 2.327 4.389 2.357
C 2.740 5.470 3.000
O 3.790 6.023 2.873
C 1.601 6.099 3.872
F 0.525 6.248 3.067
F 1.225 5.399 4.962
F 1.901 7.323 4.293
H 1.916 4.115 -0.250
H 3.627 4.022 -0.796
H 2.939 5.524 -0.045
H 4.264 4.153 1.695
H 3.234 2.777 1.395
C -1.928 -1.042 -2.364
C -1.002 -1.131 -3.527
O -0.039 -0.036 -3.244
C 1.011 -0.007 -4.013
O 1.334 -0.910 -4.802
C 1.877 1.194 -3.642
F 2.045 1.945 -4.726
F 1.327 1.937 -2.685
F 3.033 0.794 -3.220
H -2.525 -1.957 -2.424
H -2.557 -0.210 -2.383
H -1.350 -1.125 -1.456
H -1.524 -0.947 -4.436
H -0.450 -2.080 -3.593
Cl -4.287 -3.992 0.266
C -2.878 -4.551 1.142
Cl -2.561 -6.254 0.901
Cl -2.985 -4.167 2.810
H -1.931 -4.071 0.834
Cl -4.340 0.538 3.218
C -2.891 0.922 4.132
Cl -2.674 -0.195 5.492
Cl -2.980 2.571 4.678
H -1.974 0.845 3.550
Cl -6.748 -0.068 0.203
C -5.509 0.096 -1.069
Cl -4.936 1.722 -1.229
Cl -6.000 -0.621 -2.643
H -4.675 -0.518 -0.754
Cl 1.174 -1.149 2.530
C 0.138 -0.451 1.250
Cl 0.073 1.340 1.415
Cl -1.458 -1.192 1.252
H 0.632 -0.567 0.300
C 2.679 -4.965 -0.926
N 1.894 -3.717 -0.797
C 0.532 -3.870 -0.303
C 2.231 -2.497 -1.266
O 1.550 -1.461 -1.233
H 2.776 -5.367 0.090
H 3.688 -4.804 -1.369
H 2.147 -5.682 -1.523
H 0.563 -4.478 0.642
H 0.208 -2.908 0.053
H -0.167 -4.270 -1.068
H 3.191 -2.473 -1.797
```

Multiplicity ... 1
Calculated total energy ... -194197.2647 eV
Largest force on an atom ... 3.466 eV/Å
LUMO energy ... 0.1 eV
Gap between HOMO and LUMO ... 10.5 eV
E_HOMO ... -10.4 eV
SMILES ... CCOC(=O)C(F)(F)F.CCOC(=O)C(F)(F)F.ClC(Cl)Cl.ClC(Cl)Cl.ClC(Cl)Cl.ClC(Cl)Cl.CN(C)C=O